A 2-piece molecular cluster, C8H14BN3O12PS2Si2 overall in a non-equilibrium geometry, computed with wB97M-V/def2-TZVPD.

Positions of all 43 atoms, in Å:
1 C 0.5514 -2.3123 2.7961
2 C 0.1793 -1.2774 1.7508
3 O -0.6663 -0.4499 1.9689
4 N 0.8837 -1.2743 0.5137
5 C 1.4923 -2.5354 0.0752
6 Si 1.8174 0.1488 0.2129
7 N 2.6100 0.0860 -1.3142
8 O 0.8779 1.4566 0.3122
9 Si 1.1142 3.0342 0.7038
10 S -0.3398 4.1914 -0.3227
11 C 2.7841 3.6433 0.0461
12 O 3.6151 3.9938 1.1734
13 N 4.6931 4.8703 0.7489
14 O 5.4741 4.3095 0.0984
15 P 3.5188 0.1420 1.7456
16 S 3.0520 0.6636 3.5751
17 H 0.1287 -1.9790 3.7377
18 H 1.6325 -2.4247 2.8910
19 H 0.1266 -3.2885 2.5573
20 H 2.5876 -2.5175 0.0461
21 H 1.1435 -2.7564 -0.9345
22 H 1.1813 -3.3573 0.7121
23 H 3.4718 -0.4458 -1.3454
24 H 2.0011 -0.2797 -2.0427
25 H 1.0666 3.2085 2.1597
26 H -1.2844 3.2361 -0.2587
27 H 3.2790 2.8926 -0.5802
28 H 2.6007 4.5260 -0.5763
29 H 3.9801 -1.1888 1.6259
30 H 4.6096 0.8211 1.1627
31 B -4.4801 -1.1617 -1.7797
32 O -5.3836 -1.4703 -0.6620
33 C -6.3081 -2.3358 -1.0440
34 O -7.1887 -2.7894 -0.3734
35 C -6.0376 -2.6638 -2.5452
36 O -6.6724 -3.4132 -3.2287
37 O -4.9786 -1.9611 -2.9117
38 O -4.4668 0.2798 -2.0937
39 C -3.2430 0.7614 -1.9881
40 O -2.8936 1.8935 -2.1672
41 C -2.3176 -0.4230 -1.5789
42 O -1.1344 -0.3590 -1.4049
43 O -3.0775 -1.4944 -1.4617

Forces on atoms 1 to 2 (eV/Å):
-0.10 -0.13 -0.12
-0.21 -0.04 -0.25

## Properties
Total charge ... -1
E_LUMO ... 0.0488 Ha
Calculated total energy ... -84964.966 eV

=====

An isolated ion of composition C4H10NO2 and charge +1 in a non-equilibrium geometry, computed with wB97M-V/def2-TZVPD.

Positions of all 17 atoms, in Å:
1 N 1.7099 -0.2347 -0.6148
2 C 0.9739 -1.4203 0.1807
3 C -0.2476 -0.8008 0.9584
4 C -1.1404 0.0152 0.1055
5 C -1.0115 1.5243 -0.1829
6 O 0.0680 2.1400 -0.0423
7 O -2.1454 2.0610 -0.6431
8 H 2.6380 -0.0485 -0.2752
9 H 1.7761 -0.5223 -1.6338
10 H 1.1460 0.6406 -0.7204
11 H 1.5566 -1.8952 0.9988
12 H 0.7417 -2.1584 -0.5943
13 H 0.3117 -0.2294 1.7299
14 H -0.6919 -1.6169 1.4953
15 H -2.2525 0.0201 0.3465
16 H -1.1621 -0.4696 -0.8715
17 H -2.2705 2.9948 -0.2369

Forces on atoms 1 to 2 (eV/Å):
-1.24 -1.74 -1.67
-0.82 1.00 0.34

## Properties
Total charge ... +1
E_LUMO ... -0.1276 Ha
Calculated total energy ... -9888.281 eV

=====

C16H23CoN6OP as an isolated structure in a non-equilibrium geometry, computed with wB97M-V/def2-TZVPD.

Positions of all 48 atoms, in Å:
1 Co 0.0849 -0.0537 -0.0247
2 C -3.9611 2.8585 2.0082
3 N -2.5863 2.5350 1.7303
4 C -1.4961 3.2432 2.1081
5 C -0.4025 2.5741 1.6283
6 N -0.8177 1.4671 0.9640
7 C -2.1574 1.4615 1.0382
8 P -3.3120 0.2173 0.3289
9 C -2.5286 0.2123 -1.3360
10 N -1.2119 0.2207 -1.5620
11 C -1.0397 0.3036 -2.9022
12 C -2.2686 0.3407 -3.4976
13 N -3.1921 0.2812 -2.5069
14 C -4.6176 0.2868 -2.6968
15 C -2.4001 -1.2375 0.9899
16 N -1.0701 -1.3646 1.0050
17 C -0.7899 -2.5235 1.6493
18 C -1.9654 -3.1083 2.0254
19 N -2.9656 -2.2949 1.6048
20 C -4.3707 -2.5399 1.7947
21 H -4.0144 3.7798 2.5853
22 H -4.4315 2.0578 2.5802
23 H -4.5142 2.9937 1.0778
24 H -1.5494 4.1497 2.6757
25 H 0.6315 2.8320 1.7275
26 H -0.0666 0.3435 -3.3475
27 H -2.5269 0.4102 -4.5344
28 H -4.8306 0.2995 -3.7644
29 H -5.0607 1.1670 -2.2309
30 H -5.0709 -0.6044 -2.2611
31 H 0.2169 -2.8539 1.8070
32 H -2.1382 -4.0186 2.5605
33 H -4.4960 -3.5069 2.2782
34 H -4.8962 -2.5575 0.8392
35 H -4.8098 -1.7630 2.4204
36 C 1.7814 -3.5427 -1.9396
37 C 2.9511 -2.6031 -2.2101
38 C 2.7266 -1.5222 -1.1559
39 O 1.2960 -1.4333 -0.9625
40 C 0.6685 -2.5512 -1.6294
41 H 1.9817 -4.1721 -1.0744
42 H 1.5420 -4.1776 -2.7875
43 H 2.8823 -2.1840 -3.2137
44 H 3.9145 -3.0919 -2.0983
45 H 3.1019 -0.5374 -1.4482
46 H 3.1782 -1.8170 -0.2012
47 H 0.2110 -2.1888 -2.5582
48 H -0.1086 -2.9532 -0.9744

Forces on atoms 1 to 2 (eV/Å):
0.41 -0.08 -0.10
-0.89 0.17 0.15

## Properties
Total charge ... +2
Spin multiplicity ... 4
E_LUMO (spin up / spin down) ... -0.2031 / -0.2420 Ha
Calculated total energy ... -74856.465 eV
⟨S²⟩ ... 3.757

=====

C15H12I3NO4 as an isolated structure in a non-equilibrium geometry, computed with wB97M-V/def2-TZVPD.

Positions of all 35 atoms, in Å:
1 N 5.0916 2.0450 1.5258
2 H 5.9336 1.6668 0.8500
3 H 5.5487 2.1660 2.3669
4 C 3.8961 1.1869 1.3316
5 C 3.5826 0.6852 -0.2691
6 C 2.1874 0.0650 -0.1959
7 C 2.0527 -1.3331 0.1913
8 C 0.8941 -1.7997 -0.1555
9 C -0.3213 -1.1125 -0.4425
10 C -0.1103 0.1743 -0.6353
11 C 1.0314 1.0424 -0.5573
12 H 1.0430 1.9962 -0.8895
13 I -1.7457 1.3148 -1.2448
14 O -1.3384 -1.8472 -0.2859
15 C -2.6566 -1.5622 -0.7574
16 C -3.1904 -1.6945 -1.8056
17 C -4.4014 -1.5324 -2.1553
18 C -5.3519 -1.0234 -1.1180
19 C -4.7170 -0.7785 0.0391
20 C -3.5345 -1.1285 0.5134
21 H -3.1785 -1.1131 1.3156
22 I -6.2453 -0.2069 1.8271
23 O -6.5906 -0.5821 -1.4823
24 H -7.1557 -0.3704 -0.5839
25 H -4.8275 -1.2706 -3.4522
26 H -2.3658 -1.9493 -2.7276
27 I 0.7541 -4.0653 0.3641
28 H 3.0556 -1.6195 0.2496
29 H 3.4711 1.7485 -0.5899
30 H 4.4000 0.1859 -0.4111
31 H 3.8957 0.4021 1.8968
32 C 2.6245 2.0303 1.7464
33 O 1.6681 1.6111 2.2949
34 O 2.8440 3.2354 1.7637
35 H 3.7565 3.4332 1.4828

Forces on atoms 1 to 2 (eV/Å):
1.70 -1.65 -6.22
-2.83 1.36 2.02

## Properties
E_LUMO ... -0.0180 Ha
Calculated total energy ... -49719.565 eV

=====

A 2-piece molecular cluster, C5H12O2 overall in a non-equilibrium geometry, computed with wB97M-V/def2-TZVPD.

Positions of all 19 atoms, in Å:
1 C -0.9720 1.0363 1.4780
2 C 0.0405 0.1473 1.3953
3 C 0.1066 -1.0700 2.2679
4 H -1.8535 0.8269 2.0668
5 H -0.9662 1.9636 0.9269
6 H 1.0061 0.4805 0.9904
7 H 0.6855 -0.8665 3.1683
8 H 0.6132 -1.8736 1.7331
9 H -0.8902 -1.4254 2.5206
10 C 0.6611 1.0711 -2.1153
11 C 0.8060 -0.4171 -1.8986
12 O -0.0427 -0.9038 -0.6237
13 O -1.4561 -1.1250 -0.7754
14 H 1.1228 1.6262 -1.3004
15 H 1.1536 1.3583 -3.0460
16 H -0.3915 1.3420 -2.1822
17 H 0.3961 -1.0062 -2.7199
18 H 1.8214 -0.7370 -1.6689
19 H -1.8408 -0.4277 -0.2170

Forces on atoms 1 to 2 (eV/Å):
0.60 -0.80 -0.41
0.04 1.94 1.90

## Properties
E_LUMO ... 0.0346 Ha
Calculated total energy ... -9470.006 eV

=====

A 2-piece molecular cluster, C2H5NS overall in a non-equilibrium geometry, computed with wB97M-V/def2-TZVPD.

Positions of all 9 atoms, in Å:
1 C -1.6046 1.4338 1.0841
2 C 1.4488 -1.1783 -0.8637
3 N -0.6819 1.4090 0.3515
4 S -0.2787 -1.1269 -1.3926
5 H -1.9169 2.2745 1.6545
6 H -2.3909 0.7290 1.4261
7 H 1.9940 -0.3217 -1.0437
8 H 1.7204 -1.9774 -1.4521
9 H 1.7098 -1.2421 0.2359

Forces on atoms 1 to 2 (eV/Å):
-4.35 -1.12 2.93
-1.63 0.63 2.88

## Properties
E_LUMO (spin up / spin down) ... -0.1003 / -0.1002 Ha
Calculated total energy ... -14474.782 eV

=====

One molecule with the formula C20H19N3O2S2 in a non-equilibrium geometry, computed with wB97M-V/def2-TZVPD.

Positions of all 46 atoms, in Å:
1 C 6.0511 6.4526 2.0293
2 S 6.2527 5.5768 0.7585
3 C 5.2158 4.2996 0.9229
4 N 4.4393 4.2478 1.9281
5 C 3.3814 3.3857 1.6494
6 C 2.3716 3.1157 2.5252
7 C 1.5431 1.8834 2.3683
8 C 1.9316 1.0816 1.0755
9 N 1.1569 -0.1339 1.0616
10 C -0.0754 -0.6219 1.8484
11 O -0.4170 -0.0998 2.7736
12 C -0.7307 -1.8094 0.8967
13 C -1.6648 -2.4484 1.8590
14 C -2.8396 -2.1853 1.0515
15 O -4.1062 -2.4507 1.3399
16 N -2.5469 -1.6562 -0.0892
17 C -3.6788 -1.2363 -1.2781
18 C -3.4725 -2.2678 -2.1818
19 C -3.9475 -3.6322 -1.9929
20 C -3.8691 -4.4445 -3.1666
21 C -3.4555 -3.9813 -4.2823
22 C -3.0266 -2.8152 -4.5643
23 C -3.1513 -1.8283 -3.3731
24 C -1.4074 -1.2368 -0.5099
25 C 2.9119 1.4503 0.2895
26 C 3.5346 2.4706 0.7466
27 S 5.0641 2.9301 -0.4207
28 H 6.6484 7.2575 1.9918
29 H 6.0050 5.8909 2.8133
30 H 4.9638 6.9241 1.9358
31 H 2.0654 3.5746 3.4059
32 H 0.8226 1.8123 2.9587
33 H 1.3313 -0.6013 0.3316
34 H 0.2439 -2.4863 0.9518
35 H -1.8641 -1.7579 2.8444
36 H -1.3852 -3.5368 2.0725
37 H -3.3166 -0.2192 -1.5495
38 H -4.6371 -1.4768 -0.5591
39 H -4.2866 -3.8442 -1.0939
40 H -3.9762 -5.7119 -2.8606
41 H -3.4451 -4.7058 -5.1296
42 H -2.6202 -2.5223 -5.6928
43 H -2.8244 -0.8110 -3.6041
44 H -1.1323 -0.4525 -0.6721
45 H -1.0456 -2.1307 -0.9438
46 H 2.9881 0.7512 -0.4653

Forces on atoms 1 to 2 (eV/Å):
-6.56 5.58 1.23
4.02 -3.67 -8.58

## Properties
E_LUMO ... 0.0102 Ha
Calculated total energy ... -51268.557 eV

=====

C26H38N5O8PTi as an isolated structure in a non-equilibrium geometry, computed with wB97M-V/def2-TZVPD.

Positions of all 79 atoms, in Å:
1 Ti 1.1890 0.8124 -0.4499
2 C 3.5835 -2.8111 -0.2731
3 C 2.5108 -1.7871 -0.4489
4 N 2.4606 -0.6413 0.2102
5 C 3.3102 -0.3921 1.3675
6 C 2.4072 0.1290 2.4747
7 N 1.6064 1.2047 1.8839
8 C 0.7420 1.9514 2.8000
9 C -0.2705 2.7734 1.9928
10 N 0.1888 2.9334 0.6140
11 C -0.8210 3.4814 -0.2981
12 C -0.7019 2.7837 -1.6429
13 N -0.5175 1.3607 -1.4190
14 C -1.1487 0.4448 -2.1684
15 C -2.3258 0.7407 -3.0403
16 C -0.5246 -0.8326 -2.1650
17 C -0.8049 -1.9058 -3.0298
18 C 0.0600 -2.9833 -3.0507
19 C 1.1926 -3.0184 -2.2440
20 C 1.4214 -1.9498 -1.3718
21 N 0.5367 -0.9202 -1.3067
22 H 4.5694 -2.3441 -0.2756
23 H 3.5581 -3.5398 -1.0787
24 H 3.4789 -3.3587 0.6681
25 H 4.0580 0.3664 1.1128
26 H 3.8337 -1.2912 1.6930
27 H 2.9940 0.4782 3.3318
28 H 1.7303 -0.6604 2.8097
29 H 2.2812 1.8758 1.5145
30 H 1.3511 2.5899 3.4480
31 H 0.2120 1.2452 3.4403
32 H -0.4511 3.7334 2.4890
33 H -1.2207 2.2428 1.9486
34 H 1.0390 3.4868 0.5762
35 H -0.7260 4.5646 -0.4155
36 H -1.8064 3.2825 0.1277
37 H 0.1735 3.1711 -2.1810
38 H -1.5698 2.9998 -2.2682
39 H -2.9785 1.4931 -2.5953
40 H -2.9250 -0.1561 -3.1930
41 H -2.0225 1.1092 -4.0254
42 H -1.6456 -1.8593 -3.7061
43 H -0.1293 -3.8016 -3.7341
44 H 1.8851 -3.8443 -2.2999
45 O 5.0750 4.1813 -3.9460
46 C 4.3301 3.5308 -3.2732
47 C 3.4340 2.3650 -3.7638
48 O 3.2857 2.0115 -4.9051
49 C 2.8122 1.8592 -2.5292
50 C 3.1793 2.6026 -1.4396
51 O 2.6348 2.2628 -0.2917
52 C 4.0834 3.6943 -1.7549
53 O 4.5373 4.5571 -1.0390
54 O 1.9748 0.8908 -2.3472
55 C -4.6026 -0.0305 0.5360
56 C -3.3868 0.8153 0.8380
57 O -2.5695 0.2347 1.8691
58 P -1.2959 -0.6878 1.4438
59 O -0.8044 -1.1128 2.9203
60 C -1.6545 -1.3157 4.0703
61 C -2.4971 -2.5671 3.9654
62 O -2.1482 -1.9580 0.9025
63 C -1.4728 -3.1458 0.4611
64 C -2.4180 -3.9335 -0.4092
65 H -5.2255 0.4786 -0.2027
66 H -5.1966 -0.1833 1.4377
67 H -4.3151 -1.0033 0.1429
68 H -3.6858 1.7951 1.2150
69 H -2.7796 0.9726 -0.0593
70 H -2.2766 -0.4309 4.2045
71 H -0.9684 -1.3823 4.9144
72 H -3.2069 -2.5018 3.1429
73 H -3.0536 -2.7025 4.8948
74 H -1.8686 -3.4462 3.8160
75 H -1.1795 -3.7212 1.3442
76 H -0.5675 -2.8836 -0.0875
77 H -3.3186 -4.2028 0.1440
78 H -1.9338 -4.8494 -0.7513
79 H -2.7046 -3.3500 -1.2847

Forces on atoms 1 to 2 (eV/Å):
-0.27 1.47 1.30
0.03 -0.14 0.12

## Properties
Spin multiplicity ... 3
E_LUMO (spin up / spin down) ... -0.0128 / -0.0247 Ha
Calculated total energy ... -83816.683 eV
⟨S²⟩ ... 2.028

=====

C43H45B2F4FeN5O5PS2Te as an isolated structure in a non-equilibrium geometry, computed with wB97M-V/def2-TZVPD.

Positions of all 109 atoms, in Å:
1 Fe 1.0824 0.1424 -0.9136
2 C -2.3247 -2.2303 -0.0938
3 C -1.0574 -1.4664 -0.1192
4 N -0.7550 -0.5221 -0.9503
5 O -1.6313 -0.2501 -1.9442
6 B -1.1670 -0.8741 -3.1866
7 F -1.0506 -2.2369 -3.0689
8 F -1.8857 -0.4335 -4.2400
9 O 0.3223 -0.3338 -3.4655
10 N 1.2048 -0.2589 -2.5534
11 C 2.5107 0.2328 -3.1802
12 C 2.8499 -0.5630 -4.4152
13 C 3.5554 0.1373 -2.0838
14 N 3.0051 0.1750 -0.9414
15 O 3.7660 0.0175 0.1514
16 B 3.0689 0.3337 1.4386
17 F 3.6867 -0.3899 2.4216
18 F 3.0224 1.6892 1.6723
19 O 1.5794 -0.0424 1.3465
20 N 1.1496 -1.0728 0.5205
21 C -0.0112 -1.5385 0.9237
22 C -0.3057 -1.9620 2.3164
23 C 5.0232 0.0386 -2.2932
24 H -3.0439 -1.7833 -0.7742
25 H -2.7340 -2.2376 0.9175
26 H -2.1340 -3.2630 -0.3950
27 H 1.9855 -0.6027 -5.0711
28 H 3.1500 -1.5757 -4.1465
29 H 3.6665 -0.0635 -4.9343
30 H 0.6060 -1.9644 2.9091
31 H -0.7350 -2.9669 2.2729
32 H -1.0420 -1.3111 2.7929
33 H 5.2778 -0.0314 -3.3467
34 H 5.4077 -0.8357 -1.7665
35 H 5.5108 0.9135 -1.8608
36 C -2.5347 4.6468 6.7358
37 C -2.0482 4.2128 5.3803
38 C -1.1155 3.1947 5.2413
39 C -0.6620 2.7799 3.9931
40 C 0.3639 1.6773 3.9246
41 C -1.1561 3.4077 2.8451
42 Te -0.4832 2.7858 0.9247
43 N 0.9659 1.9211 -1.6027
44 C 1.5451 2.3465 -2.6262
45 O 2.2830 1.5706 -3.5467
46 C 1.4784 3.7536 -3.0996
47 C 1.5515 4.0693 -4.4518
48 C 1.4354 5.3899 -4.8598
49 C 1.2587 6.3967 -3.9218
50 C 1.1944 6.0816 -2.5710
51 C 1.3009 4.7636 -2.1589
52 C -2.4186 2.1979 0.2819
53 C -3.1750 1.4348 1.1690
54 C -4.4353 0.9800 0.8213
55 C -4.9472 1.2872 -0.4330
56 C -4.1951 2.0485 -1.3122
57 C -2.9242 2.5134 -0.9794
58 C -2.1389 3.3165 -1.9783
59 C -2.0896 4.4472 2.9624
60 C -2.6811 5.1552 1.7708
61 C -2.5209 4.8261 4.2283
62 H -2.0398 4.0889 7.5295
63 H -3.6104 4.4914 6.8339
64 H -2.3431 5.7084 6.8990
65 H -0.7267 2.7065 6.1281
66 H 0.5279 1.2447 4.9106
67 H 1.3232 2.0399 3.5502
68 H 0.0527 0.8886 3.2388
69 H 1.6880 3.2830 -5.1811
70 H 1.4819 5.6318 -5.9134
71 H 1.1722 7.4266 -4.2431
72 H 1.0616 6.8644 -1.8355
73 H 1.2430 4.5012 -1.1106
74 H -2.7760 1.2131 2.1538
75 H -5.0146 0.3965 1.5257
76 H -5.9304 0.9405 -0.7231
77 H -4.5947 2.2889 -2.2899
78 H -2.7718 3.6339 -2.8056
79 H -1.3157 2.7260 -2.3839
80 H -1.6960 4.2011 -1.5140
81 H -1.9774 5.2003 0.9386
82 H -2.9716 6.1708 2.0372
83 H -3.5717 4.6329 1.4127
84 H -3.2441 5.6309 4.3131
85 S 1.7348 -5.9609 -3.0470
86 P 1.3639 -5.2084 -1.2487
87 S 1.7345 -3.3165 -1.7339
88 C 2.4052 -5.8161 0.0877
89 C 2.4504 -7.1841 0.3499
90 C 3.2275 -7.6568 1.3939
91 C 3.9540 -6.7669 2.1768
92 C 3.9093 -5.4060 1.9153
93 C 3.1360 -4.9259 0.8666
94 C -0.3361 -5.4547 -0.6915
95 C -1.3579 -5.4551 -1.6390
96 C -2.6764 -5.5707 -1.2290
97 C -2.9792 -5.6806 0.1228
98 C -1.9635 -5.6721 1.0680
99 C -0.6398 -5.5593 0.6641
100 H 1.8859 -7.8755 -0.2647
101 H 3.2699 -8.7186 1.5967
102 H 4.5614 -7.1394 2.9912
103 H 4.4797 -4.7145 2.5210
104 H 3.1066 -3.8658 0.6458
105 H -1.1137 -5.3598 -2.6892
106 H -3.4687 -5.5723 -1.9655
107 H -4.0098 -5.7750 0.4392
108 H -2.1989 -5.7641 2.1203
109 H 0.1529 -5.5659 1.4020

Forces on atoms 1 to 2 (eV/Å):
0.19 -0.08 -0.92
0.01 -0.01 -0.05

## Properties
Spin multiplicity ... 2
E_LUMO (spin up / spin down) ... -0.0643 / -0.0881 Ha
Calculated total energy ... -147875.923 eV
⟨S²⟩ ... 0.758

=====

One molecule with the formula C3H3N3O2 in a non-equilibrium geometry, computed with wB97M-V/def2-TZVPD.

Positions of all 11 atoms, in Å:
1 H 2.8917 -0.4854 -0.1349
2 N 2.1095 -1.0966 -0.1606
3 C 1.0911 -0.3464 0.1356
4 N 0.9781 0.9530 0.2099
5 C -0.1258 1.6222 -0.0612
6 N -1.4257 0.9479 0.1041
7 C -1.0674 -0.2783 0.1715
8 O -2.1818 -1.0784 -0.0683
9 O -0.0434 -1.0596 0.4350
10 H -0.1609 2.7784 -0.1649
11 H -2.0653 -1.9567 -0.4663

Forces on atoms 1 to 2 (eV/Å):
1.11 0.62 -0.47
-2.52 1.20 1.09

## Properties
E_LUMO ... -0.0187 Ha
Calculated total energy ... -11722.529 eV

=====

One molecule with the formula C4H6N4 in a non-equilibrium geometry, computed with wB97M-V/def2-TZVPD.

Positions of all 14 atoms, in Å:
1 C 0.4456 -1.9935 -0.5356
2 N 1.1860 -1.6887 0.4553
3 C 0.6962 -0.3825 0.7269
4 N 1.1779 0.6040 1.3781
5 N 0.3346 1.6400 1.1438
6 C -0.4484 1.4523 -0.0808
7 C -0.5655 -0.0908 -0.0035
8 N -0.3309 -1.0074 -1.1409
9 H 0.5600 -2.9708 -1.0798
10 H 0.8753 2.4678 1.2685
11 H 0.0357 1.8471 -1.0867
12 H -1.4495 1.9247 0.0228
13 H -1.3767 -0.4316 0.6618
14 H -1.1404 -1.3706 -1.7301

Forces on atoms 1 to 2 (eV/Å):
0.97 -1.86 -2.37
-0.80 1.01 0.86

## Properties
E_LUMO ... 0.0266 Ha
Calculated total energy ... -10203.619 eV